Below is C22H15Cl5N5O7ReS2 as an isolated structure in a non-equilibrium geometry, with properties calculated with ωB97M-V/def2-TZVPD.

Calculated values
* multiplicity: 2
* ΔE to the lowest compared entry with this formula, charge and spin: 353.36 kcal/mol
* HOMO energy (spin up / spin down): -0.3797 / -0.3774 Eh
* net charge: +1
* expectation value of S²: 0.77
* E_tot: -4822.5460 hartree
* HOMO-LUMO gap (spin up / spin down): 6.2412 / 6.0707 eV

Cartesian coordinates (Å):
Re1 -0.5287 -0.5128 0.2385
Cl1 2.8648 -1.2554 -0.7039
Cl2 0.5969 -5.9779 3.0157
Cl3 -2.4629 -5.2429 1.8174
Cl4 2.8280 -3.7028 1.8308
Cl5 -2.1384 -2.3882 -0.1979
S1 -0.4225 -0.0149 -2.1750
S2 -2.1639 2.5967 -2.4848
O1 0.9320 0.7485 0.8031
O2 1.4416 5.7256 4.4684
O3 -1.1714 -0.4270 2.0647
O4 3.2609 3.7423 0.3265
O5 -1.5365 0.2921 4.1231
O6 -0.2686 4.7826 5.3855
O7 3.4713 1.6268 0.6143
N1 -1.7380 1.2037 -0.3744
N2 2.9072 2.7044 0.8346
N3 3.2205 -0.0613 -3.3588
N4 4.9438 0.7668 -1.5606
N5 0.6288 4.8309 4.5743
C1 -0.0598 1.5944 2.8205
C2 -0.9205 -3.3648 0.5703
C3 1.7116 3.7653 2.6485
C4 -1.4577 1.2760 -1.6540
C5 -2.9313 3.0939 -0.9953
C6 -3.7816 4.1746 -0.7934
C7 -0.9786 0.4322 3.0699
C8 0.4785 -2.9095 0.5213
C9 -2.6069 2.2146 0.0428
C10 -3.1676 2.3856 1.3057
C11 0.8758 -1.8237 -0.1903
C12 -4.0110 3.4611 1.5049
C13 3.7338 -1.1175 -2.6965
C14 -4.3089 4.3529 0.4706
C15 4.5946 -0.6911 -1.5404
C16 0.2869 -4.7175 1.9308
C17 -1.0521 -4.4167 1.3927
C18 -0.1150 2.6337 3.7370
C19 1.7932 2.7067 1.7700
C20 1.1713 -3.8290 1.4297
C21 0.8710 1.6334 1.7653
C22 0.7342 3.7162 3.6202
H1 2.3977 0.1813 -0.7483
H2 5.9544 0.8961 -1.4746
H3 2.7900 0.6877 -2.8333
H4 -2.9794 1.6810 2.1026
H5 -4.9730 5.1853 0.6577
H6 -4.4572 3.6080 2.4791
H7 2.9083 -1.1277 0.6659
H8 4.6700 1.1493 -2.4881
H9 3.4490 -2.5975 -0.5808
H10 -0.8310 2.5875 4.5459
H11 4.4652 1.2985 -0.8014
H12 -4.0275 4.8503 -1.6011
H13 5.4656 -1.3050 -1.3438
H14 2.5887 -0.3380 -4.0975
H15 2.4024 4.5950 2.5978

---

Below is C22H15Cl5N6O9Pd as an isolated structure, with properties calculated with ωB97M-V/def2-TZVPD.

Calculated values
* ΔE to the lowest compared entry with this formula, charge and spin: 4.47 kcal/mol
* HOMO energy: -0.0441 Eh
* net charge: -2
* E_tot: -4281.7207 hartree
* HOMO-LUMO gap: 5.1375 eV

Cartesian coordinates (Å):
Pd1 -0.4124 -0.7918 1.0987
Cl1 -1.4906 -1.6474 6.6540
Cl2 -1.0541 -5.9595 3.4492
Cl3 -1.4916 -4.7393 6.2796
Cl4 -1.0205 0.2215 4.2093
Cl5 -0.6267 -4.1169 0.9999
O1 0.7009 1.3995 1.4943
O2 -0.3664 6.2765 -1.7721
O3 -0.3921 -0.4358 -3.4745
O4 -1.6364 2.1725 1.5942
O5 0.4387 1.0529 -4.7755
O6 4.4287 -2.4195 -2.8519
O7 -0.0925 0.1120 -0.8974
O8 1.0080 -2.5123 -5.0716
O9 -0.2906 5.6180 -3.8188
N1 2.2473 -1.8646 -3.1678
N2 -0.0850 2.3640 1.1224
N3 -2.2388 -0.1149 1.1126
N4 1.6193 -1.4092 0.8553
N5 -0.3117 5.3886 -2.6127
N6 -0.0156 0.7168 -3.6824
C1 -3.8850 1.6243 1.2947
C2 2.2393 -2.0219 -4.6135
C3 3.3491 -2.0515 -2.4078
C4 4.1283 -1.0375 -0.2475
C5 -0.8428 -1.9901 2.6778
C6 -0.1550 1.3108 -1.2450
C7 -1.2531 -3.6991 4.9146
C8 -0.2526 4.0221 -2.1660
C9 -4.3309 2.0404 2.6948
C10 1.9163 -1.9088 -0.3444
C11 -0.8599 -3.3815 2.5678
C12 -0.1304 1.7023 -2.6467
C13 -2.4449 1.1148 1.2952
C14 -0.1638 3.0161 -3.0944
C15 -0.2577 3.7223 -0.7896
C16 -1.0541 -4.2380 3.6491
C17 -1.0468 -1.4935 3.9691
C18 -0.2129 2.4426 -0.3289
C19 3.8330 -0.5573 1.0143
C20 -1.2496 -2.3171 5.0727
C21 2.5504 -0.7217 1.5154
C22 3.1414 -1.7011 -0.9617
H1 3.0126 -2.7432 -4.8679
H2 4.5584 0.0044 1.5867
H3 1.4398 -1.4257 -2.7458
H4 -0.1289 3.2337 -4.1492
H5 -4.2743 1.1882 3.3759
H6 -3.6779 2.8222 3.0843
H7 -4.5161 0.8184 0.9185
H8 5.0978 -0.8793 -0.7038
H9 2.4718 -1.0609 -5.0880
H10 0.3356 -1.8522 -4.8279
H11 -0.2821 4.5153 -0.0563
H12 -5.3599 2.4132 2.6959
H13 2.2300 -0.2573 2.4379
H14 1.1157 -2.4415 -0.8384
H15 -3.9587 2.4771 0.6133

---

Below is a single C22H15ClF5N3O3 molecule in a non-equilibrium geometry, with properties calculated with ωB97M-V/def2-TZVPD.

Calculated values
* ΔE to the lowest compared entry with this formula, charge and spin: 0.00 kcal/mol
* HOMO energy: -0.2888 Eh
* E_tot: -2196.8438 hartree
* HOMO-LUMO gap: 8.0286 eV

Cartesian coordinates (Å):
Cl1 -3.0206 1.7246 -0.1416
F1 2.6551 1.4941 -9.4230
F2 0.3282 0.0541 -5.5960
F3 0.6263 0.0707 -8.2819
F4 4.3719 2.9080 -7.8503
F5 4.0762 2.8847 -5.1629
O1 -2.7988 -2.9633 4.4786
O2 3.1485 1.0891 -3.1659
O3 0.1493 -1.5018 5.8798
N1 -0.9722 0.9683 1.9687
N2 -0.5015 -1.2126 3.7496
N3 0.9105 1.5498 -3.2893
C1 2.5110 1.4830 -8.1007
C2 -3.5398 -3.8989 5.0902
C3 1.3332 0.7572 -6.1342
C4 3.3896 2.2012 -7.2939
C5 0.8930 1.0781 0.3847
C6 1.3807 1.2317 -0.8961
C7 0.5028 1.4404 -1.9530
C8 -0.4742 1.1279 0.6853
C9 3.2367 2.1773 -5.9096
C10 -1.3281 -1.3813 2.5807
C11 -1.3286 1.4290 -0.3900
C12 -0.8567 1.5622 -1.6793
C13 2.1501 1.3481 -3.7929
C14 2.2036 1.4614 -5.3074
C15 -0.0985 1.1048 3.1151
C16 -0.6337 -1.7702 4.9788
C17 -2.9545 -4.2994 6.2523
C18 -1.7065 -2.7430 5.2526
C19 -1.7672 -3.5472 6.3643
C20 0.5390 -0.2262 3.5400
C21 1.4757 0.7573 -7.5176
C22 -1.9850 -0.0388 2.2153
H1 2.4394 1.1672 -1.0803
H2 0.6673 1.8522 2.9091
H3 -2.6117 0.2972 3.0476
H4 -1.0393 -3.5797 7.1477
H5 0.1554 1.7374 -3.9345
H6 1.0848 -0.1094 4.4775
H7 -0.6886 -1.6997 1.7458
H8 -1.5560 1.7773 -2.4736
H9 -2.0923 -2.1344 2.7449
H10 1.2209 -0.5953 2.7661
H11 -0.7163 1.4685 3.9438
H12 1.6043 0.8997 1.1739
H13 -4.4509 -4.1910 4.6058
H14 -2.6101 -0.1776 1.3368
H15 -3.3226 -5.0326 6.9394